Here is a structure of composition C26H31Cl3N4O6S2Tl from the OMol25 dataset. Energies are from the ωB97M-V functional and the def2-TZVPD basis.

- LUMO energy: 0.0703 Eh
- E_tot: -109645.0711 eV
- Total charge: -1

Last column: Löwdin charge in e.
Positions of all 73 atoms, in Å:
Tl -0.05545 -0.59879 -0.62991  0.91
N -2.67127 1.97931 1.43924  0.00
C -2.65301 3.34063 0.87769  -0.26
C -2.81523 3.41376 -0.64857  -0.12
C -1.58298 2.87859 -1.38989  -0.68
O -0.89758 3.66358 -2.04370  0.00
O -1.33290 1.62874 -1.18231  -0.28
H -3.56398 1.54894 1.21995  0.06
H -1.98599 1.42963 0.92576  0.02
H -1.70846 3.81340 1.15876  0.11
H -3.45124 3.90982 1.35548  0.10
H -2.98016 4.44126 -0.97441  0.11
H -3.69124 2.81370 -0.91292  0.10
Cl 2.17080 -2.66329 1.26218  0.52
C 2.93290 -3.13548 -0.27638  -0.96
Cl 1.83033 -4.11756 -1.27686  0.49
H 3.79526 -3.74435 -0.04749  0.02
H 3.16556 -2.21727 -0.80844  -0.01
C -0.15989 1.98548 3.94000  -0.21
S 1.05897 1.10899 2.92826  0.87
C 1.24767 -0.33141 3.98186  -0.23
O 0.34621 0.64236 1.68573  -0.66
H -0.41889 1.40769 4.82739  0.05
H -1.03617 2.12663 3.30251  0.03
H 0.26902 2.94537 4.23133  0.04
H 1.73429 -0.02424 4.91012  0.04
H 1.87750 -1.03582 3.44314  0.01
H 0.26346 -0.76409 4.16585  0.05
S -3.84516 -1.50013 -0.79575  0.56
C -4.31904 -0.45330 -2.02292  -0.79
N -3.43499 0.45319 -2.53551  0.06
C -3.71413 1.30783 -3.55183  -0.07
C -4.93311 1.31016 -4.14884  -0.08
C -5.91214 0.42539 -3.63822  -0.07
C -5.61826 -0.42843 -2.61618  -0.11
H -2.59854 0.68260 -1.96134  0.07
H -2.91018 1.97926 -3.82834  0.14
H -5.14310 1.98822 -4.96314  0.10
H -6.91025 0.43564 -4.06124  0.10
H -6.34895 -1.11592 -2.21702  0.09
C 2.69523 4.97992 1.59739  -0.02
C 3.12128 3.73891 2.33833  -0.20
C 3.02096 3.64948 3.72152  -0.10
C 3.38832 2.48346 4.37293  -0.70
Cl 3.21110 2.38366 6.11408  0.63
C 3.88655 1.40164 3.67180  -0.17
C 4.00366 1.48370 2.28970  -0.01
C 3.60873 2.63800 1.62481  -0.26
O 3.67635 2.78098 0.27104  -0.04
C 2.86786 1.89601 -0.50151  -0.08
C 3.36136 0.46780 -0.74217  -0.68
O 4.51098 0.11720 -0.44143  -0.01
O 2.45187 -0.23947 -1.26620  -0.23
H 2.22300 5.69360 2.27291  0.07
H 1.99917 4.72972 0.79627  0.09
H 3.55340 5.46058 1.12273  0.09
H 2.64608 4.48887 4.29509  0.11
H 4.18222 0.50150 4.19576  0.11
H 4.39459 0.66228 1.70191  0.11
H 2.77436 2.36351 -1.47920  0.14
H 1.86559 1.84944 -0.06326  0.11
N -5.26757 -4.58017 4.42591  0.15
C -4.45447 -4.03897 3.82019  -0.17
C -3.42119 -3.36643 3.06531  -0.23
C -3.23948 -1.99601 3.18682  0.00
C -2.22536 -1.40603 2.45016  -0.15
N -1.42000 -2.09425 1.64466  0.02
C -1.60876 -3.40452 1.52392  -0.14
C -2.59695 -4.09026 2.21283  -0.01
H -3.88088 -1.40564 3.82655  0.12
H -2.05630 -0.33310 2.49274  0.09
H -0.94252 -3.92505 0.84114  0.10
H -2.73092 -5.15575 2.08785  0.12

Forces on the atoms, in the same order (eV/Å):
0.19 0.05 -0.20
0.02 0.24 0.04
0.05 -0.35 -0.07
-0.03 -0.04 -0.03
0.38 0.15 0.47
-0.16 -0.21 -0.07
-0.23 -0.05 -0.36
-0.06 -0.02 -0.02
0.05 0.04 -0.01
0.03 0.01 0.04
-0.04 0.07 0.02
-0.04 0.02 0.07
-0.08 0.00 -0.08
0.01 -0.12 -0.10
-0.10 0.02 0.03
0.05 0.10 0.12
0.07 -0.01 0.02
-0.02 0.10 -0.05
-0.09 -0.08 0.07
-0.50 0.18 -0.40
-0.15 -0.06 -0.03
-0.16 -0.06 0.29
-0.07 0.06 -0.03
-0.03 -0.01 0.01
-0.05 -0.08 -0.03
-0.10 -0.01 -0.04
0.04 0.00 0.01
0.05 -0.05 0.02
-0.10 0.15 0.01
0.07 -0.08 -0.06
-0.28 0.41 0.16
0.14 -0.09 0.16
-0.11 -0.03 -0.04
0.05 -0.01 0.02
0.05 -0.03 -0.09
0.29 -0.10 -0.12
0.00 -0.03 0.09
0.00 -0.03 0.03
0.03 -0.04 0.00
-0.02 0.01 0.00
0.06 -0.10 0.05
-0.11 0.15 0.05
0.03 0.02 -0.01
0.19 0.02 0.00
-0.02 -0.02 -0.06
0.45 0.10 -0.03
0.29 0.01 -0.02
-0.08 0.07 -0.10
0.41 -0.03 0.21
-0.24 0.09 -0.04
0.20 -0.10 0.33
-0.23 0.06 -0.04
-0.12 -0.34 -0.15
0.01 -0.01 0.00
-0.02 0.00 0.02
-0.02 -0.02 0.02
-0.02 -0.01 -0.02
0.02 0.02 -0.01
-0.01 -0.01 -0.01
-0.04 0.07 -0.05
0.02 -0.02 -0.02
0.05 0.04 -0.03
0.07 0.05 -0.07
-0.10 -0.12 0.08
-0.06 0.05 0.04
0.07 0.06 -0.10
0.02 -0.07 0.11
-0.02 0.08 0.00
-0.01 -0.08 -0.03
0.03 0.01 -0.01
0.01 -0.05 0.02
-0.03 0.03 0.05
0.03 0.01 0.00